Entry 1:
DFT (ωB97M-V with the def2-TZVPD basis set) results for a single C18H18O6 molecule.

Cartesian coordinates (Å):
1 C -2.170 1.016 0.626
2 C 0.483 -1.083 0.918
3 C 0.023 1.958 0.839
4 H -0.260 1.385 -3.860
5 H 0.962 1.839 -2.648
6 C 1.571 -0.960 0.054
7 C -3.168 0.740 1.561
8 H 0.416 2.973 0.936
9 O 2.556 1.108 -0.673
10 C 4.660 0.808 0.909
11 H 5.022 0.977 -0.107
12 H 2.610 -1.813 -1.601
13 C -0.125 -3.156 -0.168
14 C -0.060 2.018 -2.993
15 C 2.579 0.143 0.051
16 H -2.852 -1.479 -1.543
17 C 0.940 -3.021 -1.043
18 H -4.598 -1.969 0.143
19 C 1.777 -1.933 -0.924
20 H 5.436 0.363 1.526
21 O -0.644 -0.465 -2.287
22 H -4.808 -0.499 2.128
23 H 0.349 1.547 -0.115
24 H -3.229 1.375 2.432
25 O 3.581 -0.118 0.899
26 C -2.958 -0.863 -0.663
27 H -1.181 -2.273 1.479
28 H 1.114 -3.753 -1.815
29 O -0.979 1.726 -1.949
30 O 0.125 -0.240 1.930
31 O -1.379 2.095 0.913
32 C -2.088 0.219 -0.523
33 C -4.045 -0.310 1.387
34 C -3.931 -1.131 0.276
35 C -1.150 0.431 -1.657
36 H 0.186 1.464 2.938
37 H 4.338 1.763 1.330
38 H -0.201 3.067 -3.237
39 H -0.791 -4.002 -0.245
40 C 0.572 1.094 1.983
41 C -0.349 -2.199 0.796
42 H 1.665 1.157 1.998

Its spin multiplicity is 1. Its charge is 0. The HOMO energy comes out at -8.479 eV. The calculation puts the total energy at -31242.562 eV. The value obtained for the LUMO energy is 0.0280 Ha.

***

Entry 2:
DFT (ωB97M-V with the def2-TZVPD basis set) results for a molecular structure, C30H41N8O2OsS.

Cartesian coordinates (Å):
1 C 3.650 -2.971 -0.822
2 C -3.260 -1.513 4.700
3 C -7.515 -2.255 -0.770
4 N -0.446 -0.488 -1.847
5 C -2.429 2.885 4.174
6 H 1.061 -2.472 1.267
7 C -1.799 -1.097 -3.723
8 H -0.654 5.809 2.369
9 H 2.157 0.890 0.609
10 H -2.162 6.253 4.272
11 H -2.581 -2.084 -5.340
12 H 5.457 1.141 -0.154
13 C -6.047 -3.996 -2.440
14 C -0.102 0.586 -3.947
15 H 0.443 1.313 -4.534
16 C -7.947 -3.602 -0.978
17 C -0.949 3.690 2.437
18 H -9.453 -3.544 0.549
19 H -4.272 -3.396 1.474
20 C -9.184 -4.108 -0.343
21 C -2.620 4.183 4.605
22 S -2.073 -1.316 0.822
23 H -10.017 -3.999 -1.056
24 C -1.995 5.234 3.944
25 H -1.653 -2.438 5.837
26 H 4.900 -2.145 1.266
27 N 2.731 -2.188 0.020
28 H -1.939 -3.472 2.299
29 H -4.014 -4.903 2.369
30 C -6.389 -1.790 -1.355
31 C -1.153 4.987 2.867
32 H 0.722 -2.698 -0.476
33 C -2.309 -0.908 2.545
34 C -1.426 1.274 2.577
35 H -1.388 -0.022 -5.544
36 H -3.998 -2.271 4.959
37 N 4.142 -0.392 0.349
38 C -7.171 -4.444 -1.828
39 C -2.151 -1.470 5.743
40 C 2.907 -0.868 0.213
41 C 4.426 1.035 0.173
42 C -1.117 -0.158 -4.501
43 H -1.407 -0.715 5.484
44 H -4.326 -1.143 -2.547
45 C 1.462 -2.832 0.322
46 H 4.430 -2.337 -1.232
47 H 6.046 -1.321 0.187
48 H -0.295 3.490 1.599
49 N -2.771 -1.857 3.341
50 C -1.600 2.633 3.077
51 H -9.118 -5.173 -0.117
52 N -2.769 -1.882 -4.369
53 C 5.249 -1.180 0.916
54 H -2.487 -3.814 3.928
55 H -6.077 -0.762 -1.203
56 C -5.626 -2.643 -2.218
57 O -0.420 1.085 1.750
58 H -1.888 -1.982 -1.759
59 H -5.487 -4.638 -3.098
60 C -1.432 -1.236 -2.396
61 H 1.631 -3.902 0.422
62 N 1.860 -0.016 0.274
63 H -2.574 -1.216 6.715
64 N -4.523 -2.105 -2.790
65 C 0.215 0.396 -2.619
66 H 1.034 0.928 -2.158
67 H -3.763 -0.552 4.635
68 H -3.255 4.382 5.461
69 H -4.892 -3.572 3.130
70 H -2.900 2.057 4.687
71 O -4.234 -3.593 -4.524
72 H 4.312 1.588 1.109
73 H -8.112 -1.601 -0.146
74 C -2.743 -3.293 3.007
75 C -3.848 -2.631 -3.930
76 H 3.087 -3.399 -1.654
77 C -4.063 -3.817 2.461
78 Os -0.201 -0.126 0.206
79 H 5.657 -0.635 1.767
80 H 4.107 -3.785 -0.261
81 N -2.201 0.320 3.011
82 H -7.494 -5.465 -1.994
83 H 3.788 1.469 -0.595

The expectation value of S² is 6.033. Its spin multiplicity is 5. Its charge is +3. The HOMO energy (alpha / beta) comes out at -15.607 / -15.570 eV. The calculation puts the total energy at -61069.922 eV. The value obtained for the LUMO energy (alpha / beta) is -0.2913 / -0.3861 Ha.

***

Here are the calculated ΔE to the lowest compared entry with this formula, charge and spin numbers, same order: 4.64 18.21 (kcal/mol).